[1]
A molecular structure, C5H10O, computed with the ωB97M-V functional and the def2-TZVPD basis.

Frontier orbital gap   9.03 eV
E_HOMO   -8.059 eV
E   -7391.1380 eV

Geometry as XYZ:
```
16
Properties=species:S:1:pos:R:3:lowdin_charge:R:1
O -1.66 0.14 -1.03 -0.0539
C 0.50 0.47 -0.11 -0.3599
C -0.73 1.11 -0.73 -0.1796
C -0.28 -0.85 1.90 -0.1031
C 0.38 -0.91 0.52 -0.2353
C 0.84 0.57 -1.56 -0.0628
H -0.14 1.46 -1.80 0.1126
H -0.35 -1.85 2.34 0.0699
H -2.40 0.59 -1.45 0.0984
H 1.05 1.17 0.51 0.1371
H 0.70 -0.32 -2.17 0.1094
H 0.28 -0.22 2.59 0.0736
H 1.39 -1.33 0.62 0.1123
H 1.67 1.22 -1.85 0.1005
H -0.18 -1.57 -0.14 0.1068
H -1.30 -0.45 1.82 0.0740
```

[2]
2 unconnected molecules or ions with the total composition C5H10O, computed with the ωB97M-V functional and the def2-TZVPD basis.

Frontier orbital gap   10.44 eV
E_HOMO   -9.420 eV
E   -7392.9147 eV
SMILES string   C=CC.CC=O

Geometry as XYZ:
```
16
Properties=species:S:1:pos:R:3:lowdin_charge:R:1
O -2.62 -0.40 -0.88 0.0239
C 2.01 0.96 0.88 -0.2617
C 1.68 2.07 0.23 -0.0205
C 1.45 0.49 2.19 -0.1110
C -0.59 -1.59 -1.22 -0.0474
C -2.06 -1.37 -1.34 -0.3216
H 1.87 2.31 -0.80 0.0460
H 2.20 0.10 2.88 0.0697
H -0.17 -2.56 -1.46 0.0730
H 0.79 -0.33 1.90 0.0603
H 2.82 0.38 0.43 0.0912
H 0.92 1.24 2.76 0.0734
H -0.15 -0.80 -1.84 0.0875
H 1.20 2.84 0.84 0.0555
H -2.78 -2.10 -1.76 0.1116
H -0.32 -1.34 -0.19 0.0703
```

[3]
A molecular structure, C5H10O, computed with the ωB97M-V functional and the def2-TZVPD basis.

Frontier orbital gap   9.36 eV
E_HOMO   -8.304 eV
E   -7390.8451 eV

Geometry as XYZ:
```
16
Properties=species:S:1:pos:R:3:lowdin_charge:R:1
O -1.49 -0.75 -1.25 -0.1617
C 0.14 0.08 -0.74 -0.2031
C 0.88 -0.65 -1.72 -0.1030
C 0.68 0.85 1.63 -0.1032
C 0.21 -0.24 0.70 -0.2898
C -0.74 0.39 1.66 -0.1146
H -1.50 1.04 1.24 0.1065
H 1.20 -0.11 -2.61 0.0564
H -0.17 1.11 -0.96 0.1339
H 1.56 -1.42 -1.35 0.0621
H -2.02 -0.15 -1.81 0.0541
H -0.47 -1.09 -1.86 0.1080
H 0.90 1.83 1.20 0.1027
H 0.55 -1.26 0.92 0.1469
H 1.35 0.57 2.44 0.1009
H -1.07 -0.20 2.51 0.1039
```

[4]
A single C5H10O molecule, computed with the ωB97M-V functional and the def2-TZVPD basis.

Frontier orbital gap   10.96 eV
E_HOMO   -9.823 eV
E   -7391.9443 eV

Geometry as XYZ:
```
16
Properties=species:S:1:pos:R:3:lowdin_charge:R:1
O 0.17 -1.15 0.03 -0.0771
C -0.18 0.99 -0.09 -0.0445
C -2.28 -0.30 -0.22 -0.0569
C 2.33 -0.20 -0.24 -0.0452
C 0.90 0.06 0.52 -0.3132
C -0.95 -0.25 0.43 -0.4190
H -2.94 0.56 0.08 0.0980
H -0.09 0.92 -1.14 0.1010
H 2.84 -1.14 0.18 0.0869
H -2.04 -0.16 -1.32 0.0941
H 3.04 0.60 -0.20 0.0361
H 2.20 -0.53 -1.34 0.0899
H -0.34 1.97 0.37 0.1178
H -2.81 -1.30 -0.05 0.1040
H -0.93 -0.32 1.46 0.1144
H 1.10 0.22 1.54 0.1137
```

[5]
A single C5H10O molecule, computed with the ωB97M-V functional and the def2-TZVPD basis.

Frontier orbital gap   8.41 eV
E_HOMO   -7.616 eV
E   -7389.8385 eV

Geometry as XYZ:
```
16
Properties=species:S:1:pos:R:3:lowdin_charge:R:1
O 1.41 0.79 0.48 -0.0536
C -1.27 -0.47 1.47 -0.0841
C 2.19 -0.05 -0.75 -0.0216
C 0.92 -0.42 0.44 -0.2027
C -0.57 -0.45 0.10 -0.4327
C -1.08 0.71 -0.76 -0.0829
H -2.16 0.65 -0.90 0.0777
H -1.09 0.47 2.01 0.0838
H 3.08 -0.53 -0.35 0.0853
H -0.84 1.67 -0.29 0.0773
H -0.90 -1.30 2.09 0.0760
H -2.35 -0.59 1.34 0.0788
H -0.62 0.70 -1.76 0.0743
H -0.77 -1.41 -0.40 0.1287
H 1.66 -0.68 -1.49 0.0986
H 2.40 0.90 -1.25 0.0970
```

[6]
2 unconnected molecules or ions with the total composition C5H10O, computed with the ωB97M-V functional and the def2-TZVPD basis.

Frontier orbital gap   9.48 eV
E_HOMO   -8.713 eV
E   -7390.5494 eV

Geometry as XYZ:
```
16
Properties=species:S:1:pos:R:3:lowdin_charge:R:1
O -2.86 -0.64 -0.91 -0.0810
C 0.04 -0.63 0.60 -0.1493
C 2.18 0.06 -0.70 -0.0775
C -3.27 -0.79 0.33 -0.0080
C 1.26 0.24 0.48 -0.3544
C -0.11 0.84 0.28 -0.1577
H 2.92 -0.73 -0.51 0.0767
H -2.78 0.03 0.92 -0.0099
H 1.62 -0.22 -1.60 0.0793
H -2.24 0.10 -1.04 0.0721
H -0.37 1.13 -0.74 0.0957
H -0.50 1.50 1.04 0.0996
H -0.14 -1.35 -0.19 0.1032
H -0.26 -0.96 1.59 0.1036
H 1.75 0.50 1.41 0.1317
H 2.73 0.99 -0.92 0.0757
```

[7]
A single C5H10O molecule, computed with the ωB97M-V functional and the def2-TZVPD basis.

Frontier orbital gap   10.84 eV
E_HOMO   -9.814 eV
E   -7393.0476 eV
SMILES string   C[C@H]1CC[C@H]1O

Geometry as XYZ:
```
16
Properties=species:S:1:pos:R:3:lowdin_charge:R:1
O -1.37 -1.48 -0.53 -0.0639
C 0.19 1.40 0.32 -0.1638
C -1.11 -0.35 0.24 -0.3311
C 0.49 -0.06 0.72 -0.2528
C 1.41 -0.91 -0.14 -0.0608
C -1.05 1.00 -0.48 -0.1364
H -1.92 1.67 -0.43 0.1029
H -0.07 1.99 1.20 0.1056
H 0.79 -1.72 -0.72 0.0792
H -1.69 -0.36 1.17 0.1406
H 2.10 -1.54 0.42 0.0780
H 0.96 1.95 -0.24 0.1018
H 1.91 -0.37 -0.95 0.0853
H -0.82 0.83 -1.54 0.1160
H -0.46 -1.83 -0.85 0.0744
H 0.64 -0.23 1.79 0.1249
```

[8]
A single C5H10O molecule, computed with the ωB97M-V functional and the def2-TZVPD basis.

Frontier orbital gap   11.09 eV
E_HOMO   -10.042 eV
E   -7394.6068 eV
SMILES string   OC1CCCC1

Geometry as XYZ:
```
16
Properties=species:S:1:pos:R:3:lowdin_charge:R:1
O -2.16 -0.02 0.36 -0.0427
C -0.10 1.28 -0.03 -0.1314
C 1.24 0.57 0.30 -0.1943
C 0.86 -0.91 0.43 -0.2005
C -0.21 -1.09 -0.65 -0.1503
C -1.07 0.18 -0.53 -0.3828
H -0.82 -1.99 -0.54 0.1149
H 0.43 -1.10 1.43 0.1088
H 0.03 2.09 -0.75 0.1076
H 1.72 0.98 1.19 0.1037
H 1.95 0.69 -0.53 0.1077
H 1.72 -1.59 0.33 0.1061
H -1.80 -0.14 1.24 0.0852
H -0.53 1.73 0.87 0.1116
H 0.27 -1.12 -1.64 0.1173
H -1.54 0.44 -1.48 0.1391
```

[9]
A single C5H10O molecule, computed with the ωB97M-V functional and the def2-TZVPD basis.

Frontier orbital gap (alpha / beta)   8.12 / 7.68 eV
E_HOMO (alpha / beta)   -7.044 / -6.621 eV
E   -7391.4147 eV

Geometry as XYZ:
```
16
Properties=species:S:1:pos:R:3:lowdin_charge:R:1
O -0.24 -1.25 -0.68 -0.0559
C 1.95 -0.59 -0.08 -0.0238
C -0.07 1.08 -0.14 -0.1992
C -1.55 -1.25 -0.86 -0.0544
C -0.89 1.02 1.17 -0.0937
C 0.53 -0.25 -0.40 -0.3603
H -0.72 1.38 -0.98 0.1104
H 2.65 -0.05 -0.73 0.0812
H 2.20 -0.32 0.95 0.0827
H 0.72 1.83 -0.06 0.1139
H -1.53 0.12 1.17 0.0578
H 2.13 -1.66 -0.20 0.0848
H -2.06 -0.31 -1.06 0.0541
H -0.22 0.95 2.03 0.0765
H -1.53 1.89 1.29 0.0750
H -1.92 -2.20 -1.25 0.0508
```

[10]
2 unconnected molecules or ions with the total composition C5H10O, computed with the ωB97M-V functional and the def2-TZVPD basis.

Frontier orbital gap   10.87 eV
E_HOMO   -9.888 eV
E   -7393.2941 eV
SMILES string   CCC=O.C=C

Geometry as XYZ:
```
16
Properties=species:S:1:pos:R:3:lowdin_charge:R:1
O 0.15 0.73 2.02 0.0357
C -2.60 -0.66 -0.71 -0.0849
C 2.44 -0.30 -0.44 -0.1122
C 0.91 0.86 1.09 -0.2771
C 0.98 0.00 -0.14 -0.2262
C -2.58 0.16 0.33 -0.0710
H -3.29 0.98 0.41 0.0506
H -3.31 -0.54 -1.52 0.0425
H 3.04 0.63 -0.44 0.0721
H 1.69 1.66 1.11 0.1241
H -1.91 -1.50 -0.79 0.0397
H 2.86 -0.96 0.33 0.0807
H -1.85 0.06 1.14 0.0268
H 0.39 -0.91 0.01 0.1044
H 2.56 -0.78 -1.41 0.0729
H 0.51 0.55 -0.97 0.1217
```

[11]
A single C5H10O molecule, computed with the ωB97M-V functional and the def2-TZVPD basis.

Frontier orbital gap   11.05 eV
E_HOMO   -9.969 eV
E   -7393.6646 eV
SMILES string   C=CC[C@H](C)O

Geometry as XYZ:
```
16
Properties=species:S:1:pos:R:3:lowdin_charge:R:1
O 1.12 -0.86 0.96 -0.0577
C 0.36 0.55 -0.94 -0.1439
C -0.56 1.55 1.16 0.0048
C -0.72 -1.70 -0.36 -0.0578
C 0.27 1.62 0.13 -0.1772
C 0.56 -0.88 -0.34 -0.4368
H -0.53 2.26 1.99 0.0648
H -0.57 -2.63 0.20 0.0801
H -1.29 0.75 1.24 0.0665
H 1.18 0.79 -1.62 0.1066
H 1.01 0.04 1.32 0.0503
H 0.99 2.44 0.09 0.1034
H -0.99 -1.96 -1.40 0.0806
H -0.55 0.57 -1.55 0.1157
H 1.30 -1.39 -0.96 0.1313
H -1.57 -1.17 0.08 0.0694
```

[12]
2 unconnected molecules or ions with the total composition C5H10O, computed with the ωB97M-V functional and the def2-TZVPD basis.

Frontier orbital gap   10.43 eV
E_HOMO   -9.417 eV
E   -7391.9676 eV
SMILES string   CC1CC(=O)C1.[H][H]

Geometry as XYZ:
```
16
Properties=species:S:1:pos:R:3:lowdin_charge:R:1
O -2.54 -0.41 -0.74 0.0183
C -1.42 -0.20 -0.32 -0.5334
C -0.30 -1.10 0.20 -0.0782
C 0.62 0.14 0.32 -0.3567
C 2.02 0.05 -0.27 -0.0782
C -0.44 0.97 -0.45 -0.0785
H -0.42 -1.77 1.06 0.1206
H -0.68 1.98 -0.12 0.1208
H 2.65 -0.65 0.29 0.0770
H -1.90 0.33 1.47 0.1179
H 2.52 1.03 -0.26 0.0772
H -0.06 -1.70 -0.69 0.1282
H 1.98 -0.29 -1.31 0.0792
H 0.68 0.48 1.36 0.1334
H -0.24 0.98 -1.53 0.1284
H -2.48 0.15 1.01 0.1239
```